Record 1
The following is a DFT calculation (ωB97M-V/def2-TZVPD) of an isolated molecule of C3H6N2 in a non-equilibrium geometry.

XYZ file:
```
11
Properties=species:S:1:pos:R:3:forces:R:3:lowdin_charge:R:1
C 0.1110 1.3502 -0.1334 -0.63 -2.46 0.57 -0.022
C 0.0862 -0.1662 -0.1307 -4.08 0.49 -1.18 -0.293
C 0.6909 2.1917 -0.9204 0.30 0.84 0.21 -0.056
N 0.0995 -1.0172 0.9613 1.61 1.09 3.32 -0.134
N -0.8590 -1.8350 1.2461 -0.62 0.26 0.54 0.016
H -0.8510 -0.5032 -0.7512 1.66 0.81 0.12 0.140
H 0.9734 -0.6009 -0.4098 2.65 0.10 -3.02 0.080
H 0.3084 3.2037 -0.9074 0.38 0.32 -0.27 0.048
H 1.5958 1.9327 -1.4720 -0.19 0.08 -0.23 0.066
H -1.6726 -2.0138 0.7170 -0.93 -0.03 -1.07 0.081
H -0.4825 -2.5419 1.8005 -0.14 -1.50 1.02 0.074
```
Positions in Å, forces in eV/Å.

Output
Gap between HOMO and LUMO (spin up / spin down) = 8.1 / 9.1 eV
2S+1 = 3
Expectation value of S² = 2.0138
Total energy = -6182.0930 eV
E_LUMO (spin up / spin down) = 1.204 / -0.149 eV
Energy relative to the best compared isomer or geometry (same formula, charge and spin) = 31.9 kcal/mol

Record 2
The following is a DFT calculation (ωB97M-V/def2-TZVPD) of a cluster of 2 separate species, C4H10NO2S in total in a non-equilibrium geometry.

XYZ file:
```
18
Properties=species:S:1:pos:R:3:forces:R:3:lowdin_charge:R:1
C 1.1559 -0.5736 0.3316 0.96 -0.86 1.35 -0.195
C 0.1417 1.1093 -1.1249 3.14 1.94 2.90 -0.050
C -1.4355 -0.1520 0.2402 1.80 -0.18 1.77 -0.009
C -0.0571 -0.2557 -0.4365 -1.34 2.49 -3.16 -0.454
N -0.2280 -1.3653 -1.6365 0.92 0.91 1.74 0.255
O 0.9107 0.6922 3.6744 -0.31 0.34 -0.54 -0.520
O 1.8770 -1.5061 0.2204 -0.73 0.93 -0.08 0.151
S 1.2905 1.4635 2.2928 -0.39 -0.55 -0.82 0.739
H 0.1465 2.0171 -0.3651 -0.03 -2.24 -1.10 0.132
H 1.0058 1.3296 -1.7465 0.85 -0.81 0.33 0.100
H -0.5661 1.3791 -1.7778 -3.59 0.41 -2.19 0.039
H -2.3311 -0.1148 -0.3616 0.15 -0.22 -0.47 0.108
H -1.3626 -0.9495 0.9386 -1.18 -1.24 0.61 0.085
H -1.4296 0.6921 0.9430 0.13 0.15 -0.58 0.096
H -0.5476 -2.1559 -1.0618 -0.46 -0.13 -1.12 0.169
H 0.6735 -1.6135 -2.0689 -0.27 0.15 0.23 0.168
H -0.8500 -0.9462 -2.3373 -0.17 -0.74 0.36 0.170
H 1.6059 0.9495 4.2758 0.53 -0.33 0.74 0.017
```
Positions in Å, forces in eV/Å.

Output
Gap between HOMO and LUMO (spin up / spin down) = 7.5 / 8.0 eV
Total charge = +1
2S+1 = 1
Total energy = -20719.6720 eV
E_LUMO (spin up / spin down) = -4.589 / -4.515 eV
Energy relative to the best compared isomer or geometry (same formula, charge and spin) = 100.1 kcal/mol

Record 3
The following is a DFT calculation (ωB97M-V/def2-TZVPD) of an isolated molecule of C4H8O2 in a non-equilibrium geometry.

XYZ file:
```
14
Properties=species:S:1:pos:R:3:forces:R:3:lowdin_charge:R:1
C -1.4576 -0.7401 0.7407 -0.12 -0.02 0.18 -0.051
C -0.0994 -0.7728 0.0702 -0.17 0.04 0.16 -0.516
O -0.2509 -0.6939 -1.2937 -0.70 0.36 0.03 -0.241
C 0.7359 0.4820 0.4247 -0.09 -0.16 0.16 -0.167
C 1.5655 0.8146 -0.7165 0.03 -0.04 0.03 -0.005
O 0.2528 1.5306 -0.5100 -0.14 -0.08 -0.25 0.010
H -1.9928 0.1590 0.4116 0.02 -0.13 0.14 0.083
H -2.0281 -1.6063 0.3978 0.03 0.10 0.14 0.083
H -1.3835 -0.7470 1.8317 -0.10 -0.02 0.01 0.078
H 0.4884 -1.6412 0.4338 -0.13 0.10 -0.26 0.150
H -0.3365 0.8366 -1.1315 0.14 -0.86 -0.08 0.163
H 0.8848 0.8645 1.4283 -0.01 -0.04 -0.13 0.155
H 1.2290 0.0015 -1.4632 1.33 1.04 0.11 0.134
H 2.3922 1.5125 -0.6241 -0.08 -0.29 -0.26 0.124
```
Positions in Å, forces in eV/Å.

Output
Gap between HOMO and LUMO = 9.7 eV
2S+1 = 1
Total energy = -8368.9779 eV
E_LUMO = 0.933 eV
Energy relative to the best compared isomer or geometry (same formula, charge and spin) = 99.2 kcal/mol

Record 4
The following is a DFT calculation (ωB97M-V/def2-TZVPD) of the ion C3H10N2O3P with charge -1 in a non-equilibrium geometry.

XYZ file:
```
19
Properties=species:S:1:pos:R:3:forces:R:3:lowdin_charge:R:1
C -0.4888 1.6769 0.2839 1.00 -3.30 2.90 -0.072
C 0.3033 0.2694 0.3266 0.32 1.02 -0.62 -0.557
N 1.3723 0.2920 1.3775 -0.84 -1.12 2.27 -0.045
C 0.9578 0.2344 -1.1093 0.43 1.97 -0.74 -0.285
N 0.2294 -0.4974 -2.1319 0.56 0.32 -0.39 -0.023
P -0.5708 -1.3416 0.7778 -0.36 1.60 0.26 0.246
O 0.2709 -2.4152 0.2217 0.69 -0.96 -0.10 -0.343
O -0.8541 -1.1925 2.2443 -0.57 -0.32 -0.65 -0.382
O -1.9275 -1.3660 -0.1742 -0.51 0.88 0.23 -0.209
H -1.1672 1.6696 1.1186 -0.38 0.15 0.78 0.051
H -1.1187 1.6062 -0.5382 -0.65 0.82 -2.05 0.035
H 0.2298 2.4548 0.4730 0.15 0.55 -0.81 0.065
H 1.5785 -0.7811 1.4936 -0.07 2.63 0.05 0.082
H 0.8786 0.5556 2.3582 1.27 -1.06 -3.02 0.113
H 2.0208 -0.1014 -1.1919 -0.81 0.17 0.68 0.110
H 0.9504 1.3271 -1.5127 0.42 -1.47 0.91 0.106
H 0.4624 -1.4452 -1.9528 -0.11 -1.22 0.04 0.030
H -0.7507 -0.4461 -1.9495 -0.69 0.03 0.06 0.026
H -2.3762 -0.4997 -0.1149 0.14 -0.69 0.19 0.052
```
Positions in Å, forces in eV/Å.

Output
Gap between HOMO and LUMO = 8.4 eV
Total charge = -1
2S+1 = 1
Total energy = -21688.1866 eV
E_LUMO = 3.683 eV
Energy relative to the best compared isomer or geometry (same formula, charge and spin) = 17.3 kcal/mol

Record 5
The following is a DFT calculation (ωB97M-V/def2-TZVPD) of a cluster of 14 separate species, C38H61F15O46S9 in total in a non-equilibrium geometry.

XYZ file:
```
169
Properties=species:S:1:pos:R:3:forces:R:3:lowdin_charge:R:1
C -2.3575 -3.7459 0.3382 -0.28 -0.19 0.01 -0.047
C -1.7873 -4.4403 1.5743 0.67 0.60 -0.69 -0.146
O -0.5965 -3.6554 1.9760 1.97 0.48 -0.61 -0.015
C 0.5661 -3.8087 1.2545 -2.67 -5.10 -2.02 -0.285
O 0.7446 -4.8208 0.5301 -0.12 3.59 2.11 0.110
C 1.6671 -2.7694 1.3980 -1.79 -0.27 0.54 -0.638
F 2.4074 -3.1429 2.4143 1.29 -0.26 0.85 0.204
F 2.3630 -2.6474 0.3086 1.09 -0.35 -1.09 0.207
F 1.1688 -1.5852 1.6591 -0.61 1.44 0.54 0.185
H -1.6645 -3.7140 -0.5026 0.22 -0.19 0.15 0.079
H -2.6466 -2.7126 0.5300 0.00 -0.04 0.25 0.059
H -3.2385 -4.2761 -0.0234 -0.11 -0.07 0.08 0.081
H -1.5234 -5.4811 1.3869 0.24 0.16 -0.07 0.118
H -2.4493 -4.4127 2.4397 0.15 0.27 -0.06 0.122
C -2.9123 1.5635 7.2009 0.48 1.11 -1.04 -0.014
C -2.5247 2.0547 5.7349 0.37 0.66 1.51 -0.191
O -2.6387 0.9186 4.9565 -1.01 -3.45 -2.90 0.001
C -2.4814 0.8275 3.6144 1.97 3.34 0.65 -0.302
O -1.9407 1.6895 2.9208 -1.41 -1.37 1.30 0.130
C -2.8057 -0.5138 2.9766 0.86 -0.52 -1.18 -0.477
F -3.3735 -1.3620 3.8015 -0.11 -0.20 -0.19 0.206
F -3.5835 -0.3604 1.8547 0.82 -0.11 1.51 0.143
F -1.5820 -1.0044 2.5660 -1.62 0.23 0.47 0.129
H -2.6712 2.3049 7.9626 -0.29 0.46 -0.28 0.073
H -2.3587 0.6996 7.5687 -0.02 -0.29 -0.74 0.065
H -3.9850 1.3705 7.1879 0.13 -0.12 0.21 0.078
H -1.5225 2.4557 5.5838 0.18 0.08 0.54 0.111
H -3.1975 2.8034 5.3166 -0.23 0.19 0.43 0.126
C 3.1396 -3.1218 -4.2002 1.66 1.21 -0.23 -0.045
C 3.2541 -2.8228 -2.6820 -0.11 -1.29 -1.98 -0.183
O 3.6290 -1.4493 -2.4332 0.80 1.42 0.07 -0.014
C 4.8759 -0.9825 -2.8148 -1.19 -2.10 -0.51 -0.313
O 5.6817 -1.6782 -3.3841 -0.39 1.46 0.80 0.148
C 5.1175 0.5301 -2.3806 0.84 -1.34 -0.71 -0.570
F 5.6426 1.2892 -3.3334 0.61 -0.45 -0.66 0.180
F 4.0349 1.1436 -2.0345 -1.59 0.32 1.16 0.198
F 6.0000 0.4791 -1.3702 -0.18 0.20 0.23 0.155
H 2.6628 -2.2865 -4.7131 -0.45 -0.15 0.17 0.049
H 2.7154 -4.0653 -4.5438 -0.20 0.05 0.64 0.091
H 4.1651 -3.0637 -4.5649 0.00 -0.35 -0.33 0.064
H 4.0116 -3.4905 -2.2715 -0.13 0.12 0.31 0.118
H 2.2511 -3.0780 -2.3399 0.28 0.88 1.07 0.119
C 0.3554 -0.8646 -5.4454 -1.10 0.67 1.42 -0.046
C 1.4954 0.1152 -5.6467 -0.31 -2.31 -2.06 -0.198
O 1.0359 1.4366 -5.9543 0.26 1.10 1.08 0.061
C 1.1256 2.3445 -4.9749 2.76 -3.42 3.70 -0.304
O 1.5489 2.0823 -3.8105 -1.65 1.25 -4.14 0.100
C 0.7738 3.7390 -5.3730 -0.02 1.24 1.49 -0.528
F 0.6020 3.8874 -6.6812 0.31 0.47 0.54 0.195
F -0.3512 4.0302 -4.7085 -0.67 0.17 -0.53 0.169
F 1.6965 4.5954 -4.8272 -0.45 -0.69 -1.52 0.140
H -0.5487 -0.7073 -6.0336 0.33 0.46 -0.54 0.081
H 0.0067 -0.6957 -4.4266 -0.07 -0.81 0.21 0.051
H 0.6335 -1.8969 -5.6577 0.24 0.10 0.44 0.084
H 1.8729 -0.2982 -6.5820 0.71 0.91 -0.32 0.125
H 2.2836 -0.0345 -4.9088 -0.32 0.93 0.25 0.113
C 6.5380 -2.6341 -0.1057 -0.94 -1.24 0.30 -0.052
C 6.7923 -3.2167 1.3001 1.83 1.45 -0.81 -0.176
O 7.0261 -4.6547 1.2475 -0.65 0.02 0.66 0.028
C 7.6523 -5.2551 2.2776 2.05 3.52 0.99 -0.332
O 8.2678 -4.6593 3.1727 -2.14 -1.68 -1.88 0.125
C 7.8404 -6.7568 2.0606 0.83 2.14 0.66 -0.652
F 7.3221 -7.4031 3.0704 -1.19 -1.19 0.45 0.205
F 7.4201 -7.1000 0.8857 -1.13 -1.25 -1.07 0.217
F 9.1377 -6.9676 2.1011 1.49 -0.49 -0.09 0.188
H 7.2278 -3.0360 -0.8477 -0.07 -0.32 0.13 0.091
H 6.6783 -1.5550 -0.1688 -0.23 -0.05 0.54 0.070
H 5.5127 -2.9160 -0.3452 -0.02 0.29 -0.67 0.061
H 6.0600 -2.9060 2.0454 -0.18 -0.56 -0.11 0.128
H 7.7132 -2.6775 1.5223 0.32 -0.66 0.93 0.116
C 3.7380 4.7969 -0.1869 1.83 1.58 1.41 -0.174
C 2.9988 4.0530 -1.2145 -0.28 -0.46 -1.15 -0.210
O 1.7916 4.7749 -1.3651 -1.22 2.65 0.11 -0.211
S 2.1387 6.4545 -1.3359 2.36 -1.31 -2.03 0.759
O 1.1559 7.2535 -0.6650 0.49 -1.23 -0.17 -0.240
O 2.5951 6.8832 -2.6762 -1.10 -1.17 3.22 -0.256
O 3.4626 6.2014 -0.3629 -1.97 1.12 -1.28 -0.209
H 4.8234 4.8133 -0.2858 0.00 -0.79 -0.06 0.144
H 3.5024 4.6153 0.8617 -0.27 -0.52 -0.22 0.101
H 2.7815 3.0206 -0.9406 -0.15 0.26 0.13 0.105
H 3.4833 4.0442 -2.1909 0.34 -0.04 0.06 0.137
C 0.3863 6.0899 2.7049 -1.26 0.21 0.46 -0.102
C -0.9078 5.2051 2.8867 1.39 0.57 -2.25 -0.186
O -0.9450 4.7737 4.2079 0.42 0.88 2.21 -0.224
S -0.4859 6.0262 5.1779 0.32 1.05 0.99 0.750
O 0.3755 5.5324 6.2608 -1.73 0.72 -2.49 -0.260
O -1.6389 6.8648 5.5559 2.59 -1.90 -1.36 -0.252
O 0.4498 6.7714 3.9907 -0.89 -0.92 1.54 -0.201
H 0.2593 6.8657 1.9499 -0.36 -0.04 0.06 0.123
H 1.3276 5.6118 2.4335 -0.07 -0.51 0.65 0.117
H -0.8502 4.3149 2.2603 -0.25 0.07 -0.02 0.124
H -1.7546 5.8451 2.6391 -0.14 -0.21 0.09 0.113
C -4.1747 -5.8531 -3.3461 -1.33 -0.49 -0.46 -0.164
C -4.8419 -6.1883 -4.7233 -0.50 -0.64 2.50 -0.198
O -4.0960 -5.4378 -5.6235 1.65 0.41 -0.67 -0.196
S -2.4974 -5.6184 -5.2346 -0.34 -1.39 -0.52 0.692
O -1.7112 -4.4403 -5.4169 -1.09 -0.32 0.26 -0.226
O -2.0381 -6.8309 -5.8829 -0.65 1.32 1.26 -0.240
O -2.7924 -5.8561 -3.6400 1.16 0.15 -1.25 -0.196
H -4.3851 -6.6555 -2.6391 0.16 0.06 0.06 0.129
H -4.4560 -4.8930 -2.9135 -0.04 0.04 -0.23 0.099
H -5.9206 -6.0372 -4.7646 0.20 1.06 -0.18 0.137
H -4.8098 -7.2742 -4.8128 0.81 -0.18 -0.70 0.124
C -5.4525 -0.8211 -5.5587 0.16 1.27 0.74 -0.207
C -3.9220 -0.7738 -5.4181 -0.37 0.02 0.61 -0.166
O -3.3948 -1.0956 -6.6821 0.63 -1.16 -2.04 -0.209
S -4.4840 -1.7611 -7.6590 -1.51 -3.07 1.01 0.764
O -4.6946 -3.2296 -7.3172 0.73 5.06 -0.97 -0.278
O -4.3155 -1.3827 -9.0421 -0.07 -0.16 2.25 -0.226
O -5.6807 -0.8412 -6.9403 0.11 -1.66 -1.89 -0.190
H -5.8950 0.1204 -5.2335 0.00 -0.06 0.16 0.128
H -5.8853 -1.6112 -4.9451 -0.12 -0.40 -0.62 0.118
H -3.6371 -1.5289 -4.6854 0.52 0.38 0.11 0.121
H -3.5487 0.2394 -5.2689 -0.01 -0.20 0.67 0.138
C -0.3892 0.6933 0.2539 0.00 1.58 -0.81 -0.186
C 0.7587 0.7186 -0.7790 -0.09 -0.70 1.61 -0.172
O 0.1930 0.2995 -1.9775 -2.92 -0.79 -2.42 -0.209
S -1.3913 -0.2369 -1.8594 2.42 -3.22 0.59 0.757
O -1.5219 -1.6009 -2.4773 0.49 4.24 2.14 -0.258
O -2.3210 0.7779 -2.2425 0.42 -0.14 0.21 -0.229
O -1.2381 -0.3529 -0.1979 -1.01 -1.12 -1.64 -0.213
H -0.9996 1.5920 0.1655 0.32 0.31 0.24 0.092
H -0.0802 0.6009 1.2950 -0.12 -0.56 -0.32 0.107
H 1.4374 -0.0975 -0.5309 0.59 0.42 0.27 0.121
H 1.2347 1.6900 -0.9130 -0.15 -0.17 0.11 0.111
C 1.8622 1.6453 4.6443 -1.23 0.63 0.65 -0.206
C 2.0943 3.1625 4.8010 -0.74 0.19 0.63 -0.172
O 2.9632 3.4926 3.7784 2.69 0.35 -3.33 -0.205
S 2.9750 2.3716 2.5804 0.98 -0.02 0.07 0.773
O 4.2688 2.2952 1.8548 -3.53 0.15 2.49 -0.235
O 1.7459 2.5254 1.7936 1.96 -0.53 1.43 -0.237
O 2.8374 1.1998 3.7700 1.28 0.04 -3.43 -0.175
H 0.8790 1.5772 4.1786 -0.19 -0.77 0.33 0.116
H 2.0160 1.0254 5.5276 -0.53 0.37 0.04 0.121
H 2.5588 3.4527 5.7433 -0.15 0.09 -0.08 0.144
H 1.2425 3.7861 4.5296 -0.55 -0.57 1.08 0.097
C -4.8501 0.6679 -0.5855 -0.24 -0.14 0.63 -0.198
C -5.4994 0.9528 -1.8854 0.86 1.10 -1.69 -0.208
O -6.1423 -0.1903 -2.3550 -1.02 -3.45 0.27 -0.196
S -5.5994 -1.5675 -1.5840 -0.26 -0.07 0.93 0.763
O -4.9399 -2.5666 -2.4542 -1.34 3.07 1.79 -0.256
O -6.6732 -2.0247 -0.7118 1.69 0.60 -1.53 -0.243
O -4.5090 -0.7208 -0.6543 -0.06 -1.48 -1.32 -0.222
H -5.4920 0.7738 0.2891 -0.18 0.22 -0.05 0.134
H -3.9851 1.3269 -0.5106 0.23 -0.61 0.26 0.100
H -4.7568 1.0703 -2.6745 0.49 0.92 0.43 0.118
H -6.1649 1.8161 -1.8886 -0.20 -0.24 0.12 0.148
C -4.0177 5.2734 1.0709 -0.45 -0.65 -0.42 -0.147
C -4.1312 3.7540 1.2849 -0.25 -1.02 0.26 -0.159
O -3.0523 3.1436 0.5832 1.18 0.10 -1.49 -0.263
S -2.3920 4.1327 -0.6024 -1.08 -1.73 0.00 0.769
O -3.1742 3.9477 -1.8580 2.00 1.05 3.56 -0.244
O -0.9376 3.9550 -0.6027 -3.30 0.79 0.14 -0.225
O -2.8257 5.4042 0.3323 1.84 0.81 -1.97 -0.226
H -3.8910 5.8451 1.9903 0.00 -0.12 -0.09 0.129
H -4.8395 5.6791 0.4808 -0.09 -0.04 0.15 0.134
H -5.0413 3.2649 0.9376 -0.29 0.58 -0.31 0.120
H -4.0468 3.4169 2.3180 0.36 0.36 0.12 0.120
C 2.0930 -2.0953 7.4810 2.58 -2.45 -0.80 -0.232
C 1.6639 -0.8272 8.0263 -1.70 2.47 -0.79 -0.135
O 0.3518 -0.6379 7.3607 -0.34 0.57 -0.48 -0.229
S 0.0774 -1.6538 6.0883 -1.79 -0.91 2.00 0.744
O 0.5995 -1.0962 4.8535 -0.42 -1.01 1.93 -0.238
O -1.3208 -2.1435 6.1630 3.89 1.42 -0.37 -0.241
O 1.0444 -2.7803 6.8389 -1.64 0.35 -1.43 -0.177
H 2.5330 -2.7462 8.2366 -0.24 -0.22 -0.12 0.147
H 2.8511 -1.9430 6.7127 0.29 0.08 0.10 0.135
H 2.3188 -0.0329 7.6683 -0.02 0.11 0.06 0.119
H 1.5940 -0.6908 9.1055 -0.65 -0.44 -0.13 0.139
```
Positions in Å, forces in eV/Å.

Output
Gap between HOMO and LUMO = 10.5 eV
2S+1 = 1
Total energy = -272845.9923 eV
E_LUMO = -0.374 eV